Formula: C7H15ClN2P
Source: the Open Molecules 2025 dataset
Level of theory: ωB97M-V/def2-TZVPD

Atoms and positions in Å:
C1 3.3310 1.5408 -0.0400
P1 1.9155 0.2750 -0.0325
Cl1 2.8677 -1.3966 0.4611
N1 1.0114 0.2347 -1.4811
C2 -0.4051 0.0846 -1.0845
C3 -0.6623 -1.3919 -0.8259
C4 -2.0781 -1.5198 -0.3961
C5 -2.0512 -0.8980 1.0469
C6 -1.7980 0.6575 0.9968
C7 -0.5694 0.8837 0.1951
N2 0.6367 0.3981 1.0276
H1 3.7311 1.6753 -1.0216
H2 4.1352 1.2396 0.5099
H3 3.0673 2.6472 0.2837
H4 1.4438 -0.4156 -2.1244
H5 -0.9018 0.5853 -1.9718
H6 0.0865 -1.7587 -0.0528
H7 -0.5168 -1.9692 -1.6455
H8 -2.4974 -2.5802 -0.4091
H9 -2.7072 -1.0088 -0.9937
H10 -2.9669 -0.9552 1.7190
H11 -1.1187 -1.4347 1.5934
H12 -2.5311 1.2633 0.5935
H13 -1.8039 1.1155 1.9434
H14 -0.5485 1.8609 -0.1626
H15 0.9301 0.8670 1.8712

The orbital gap is 11.1806 eV. As for the total charge: +1.

***

Formula: C5H8N2O2
Source: the Open Molecules 2025 dataset
Level of theory: ωB97M-V/def2-TZVPD

Atoms and positions in Å:
C1 2.4546 1.0235 -0.9205
O1 1.5441 0.4839 0.2347
C2 0.4299 0.0053 -0.1466
N1 0.3720 -0.3082 -1.4159
C3 -1.0840 -0.6262 -1.7101
O2 -2.1113 -0.1156 -1.3105
N2 -0.4769 -0.0325 0.8976
C4 -0.1241 0.1193 2.3909
C5 -1.2999 -0.7174 1.9111
H1 3.2287 1.8965 -0.6734
H2 3.0927 0.1996 -1.4420
H3 1.5067 1.5030 -1.7316
H4 -1.3523 -1.2849 -2.7382
H5 0.6580 -0.6728 2.7321
H6 -0.3163 1.1897 2.8246
H7 -1.3697 -1.9827 1.9539
H8 -2.4353 -0.2365 2.1605

The orbital gap is 9.7966 eV. As for the total charge: 0. For the relative energy (zero: lowest compared OMol25 entry of this formula, charge and spin), the calculation gives 7.155 eV.

***

Formula: C5H10O
Source: the Open Molecules 2025 dataset
Level of theory: ωB97M-V/def2-TZVPD

Atoms and positions in Å:
C1 1.5566 -0.0440 1.1058
C2 0.7452 0.1614 -0.1736
C3 -0.3908 -0.8825 -0.3327
C4 0.1097 1.5348 -0.1818
C5 -1.6301 -0.6450 0.5364
O1 -0.0668 1.8592 -1.4510
H1 2.0803 -1.0071 1.0813
H2 2.3091 0.7431 1.2277
H3 0.9156 -0.0217 1.9936
H4 1.4042 0.0495 -1.0495
H5 -0.6930 -0.9010 -1.3868
H6 0.0297 -1.8716 -0.1073
H7 -2.3684 -1.4366 0.3692
H8 -2.1077 0.3124 0.3019
H9 -1.3855 -0.6344 1.6039
H10 -0.5127 2.7188 -1.4686

The orbital gap is 9.3465 eV. As for the total charge: 0. For the relative energy (zero: lowest compared OMol25 entry of this formula, charge and spin), the calculation gives 2.567 eV.

***

Formula: C26H28N2O
Source: the Open Molecules 2025 dataset
Level of theory: ωB97M-V/def2-TZVPD

Atoms and positions in Å:
O1 2.6946 3.7681 -2.5080
C1 2.4026 2.5902 -2.5125
N1 2.2222 1.8393 -3.6400
C2 2.3535 2.2133 -4.9800
C3 2.7897 3.4744 -5.3752
C4 2.9011 3.7699 -6.7216
C5 2.5847 2.8263 -7.6840
C6 2.1515 1.5705 -7.2921
C7 2.0361 1.2638 -5.9505
C8 2.1801 1.8277 -1.2484
C9 1.6737 2.5216 -0.1529
C10 1.4540 1.8753 1.0471
C11 1.7521 0.5244 1.1918
C12 1.4380 -0.2016 2.4771
N2 0.1024 -0.7786 2.5254
C13 -0.9637 0.2019 2.4814
C14 -2.2899 -0.4638 2.8391
C15 -2.5935 -1.5925 1.8569
C16 -3.9370 -2.2854 2.1526
C17 -3.9969 -2.9182 3.5129
C18 -4.4494 -2.1980 4.6119
C19 -4.4838 -2.7716 5.8704
C20 -4.0683 -4.0798 6.0493
C21 -3.6271 -4.8115 4.9603
C22 -3.5942 -4.2347 3.7032
C23 -1.4171 -2.5654 1.8808
C24 -0.1208 -1.8290 1.5532
C25 2.2895 -0.1572 0.1050
C26 2.5006 0.4811 -1.1030
H1 1.9111 0.8875 -3.5025
H2 3.0343 4.2107 -4.6288
H3 3.2400 4.7510 -7.0195
H4 2.6745 3.0658 -8.7328
H5 1.9021 0.8258 -8.0336
H6 1.6973 0.2819 -5.6473
H7 1.4565 3.5731 -0.2650
H8 1.0582 2.4272 1.8873
H9 2.1491 -1.0194 2.6265
H10 1.5231 0.4872 3.3225
H11 -0.7395 0.9846 3.2106
H12 -1.0492 0.6736 1.4848
H13 -3.0849 0.2842 2.8204
H14 -2.2177 -0.8720 3.8479
H15 -2.6654 -1.1629 0.8492
H16 -4.1029 -3.0497 1.3897
H17 -4.7319 -1.5411 2.0645
H18 -4.7843 -1.1790 4.4793
H19 -4.8384 -2.1967 6.7137
H20 -4.0948 -4.5290 7.0312
H21 -3.3100 -5.8362 5.0901
H22 -3.2576 -4.8162 2.8567
H23 -1.3303 -3.0035 2.8758
H24 -1.5690 -3.3684 1.1568
H25 0.7190 -2.5271 1.6037
H26 -0.1777 -1.4317 0.5223
H27 2.5574 -1.1990 0.2096
H28 2.9518 -0.0706 -1.9167

The orbital gap is 9.0729 eV. As for the total charge: 0. For the relative energy (zero: lowest compared OMol25 entry of this formula, charge and spin), the calculation gives 0.193 eV.

***

Formula: C33H40CoN4O3P2
Source: the Open Molecules 2025 dataset
Level of theory: ωB97M-V/def2-TZVPD

Atoms and positions in Å:
Co1 -0.9240 0.9830 -0.0328
C1 -2.0138 -0.0912 -4.3790
O1 -3.1138 0.7761 -4.1318
C2 -2.8648 1.9840 -3.5572
C3 -3.4021 3.0764 -4.1848
C4 -3.2676 4.3798 -3.6748
C5 -2.5871 4.5764 -2.5125
C6 -2.0478 3.4753 -1.8102
C7 -1.4323 3.7483 -0.5668
N1 -0.9479 2.8435 0.2300
N2 -0.4191 3.3018 1.4251
C8 -0.0984 2.2698 2.1540
O2 -0.2418 1.0387 1.7315
C9 0.4937 2.4518 3.4953
C10 0.6128 3.7208 4.0597
C11 1.1846 3.8646 5.3126
C12 1.6437 2.7492 6.0042
C13 1.5274 1.4855 5.4432
C14 0.9505 1.3357 4.1907
C15 -2.1811 2.1435 -2.3149
O3 -1.7439 1.0917 -1.6731
H1 -1.5229 -0.3721 -3.4592
H2 -1.2921 0.3877 -5.0493
H3 -2.4261 -0.9703 -4.8663
H4 -3.9376 2.8969 -5.1099
H5 -3.7008 5.2160 -4.2081
H6 -2.4653 5.5718 -2.1005
H7 -1.3896 4.7765 -0.2175
H8 0.2535 4.5797 3.5085
H9 1.2717 4.8488 5.7551
H10 2.0942 2.8672 6.9827
H11 1.8841 0.6167 5.9818
H12 0.8540 0.3534 3.7439
C16 -1.9906 -1.2784 2.3733
P1 -1.3702 -1.1847 0.6717
C17 0.3269 -1.8912 0.8526
N3 0.4610 -3.0278 1.4741
C18 1.7165 -3.4957 1.6559
C19 1.9081 -4.7228 2.3409
C20 3.1681 -5.1797 2.5410
C21 4.2994 -4.4483 2.0737
C22 4.1475 -3.2745 1.4116
C23 2.8395 -2.7699 1.1888
N4 2.6817 -1.5904 0.5444
C24 1.4647 -1.1585 0.3785
P2 1.2673 0.4738 -0.4602
C25 2.4666 1.5209 0.3940
C26 1.9101 0.2880 -2.1843
C27 3.4362 0.1731 -2.2010
C28 1.4550 1.5455 -2.9412
C29 1.2801 -0.9597 -2.7986
C30 -2.4063 -2.4043 -0.2614
C31 -1.7062 -2.7224 -1.5804
C32 -3.7324 -1.6816 -0.5435
C33 -2.6546 -3.6915 0.5273
H13 -1.7519 -2.2687 2.7596
H14 -3.0701 -1.1268 2.3862
H15 -1.5142 -0.5152 2.9828
H16 1.0427 -5.2688 2.6965
H17 3.3139 -6.1173 3.0640
H18 5.2972 -4.8317 2.2508
H19 4.9986 -2.7102 1.0482
H20 3.3975 0.9607 0.4627
H21 2.1153 1.7660 1.3936
H22 2.6224 2.4443 -0.1644
H23 3.9182 1.1216 -1.9563
H24 3.7399 -0.1018 -3.2148
H25 3.8000 -0.5934 -1.5175
H26 1.8040 2.4635 -2.4585
H27 0.3663 1.5924 -3.0171
H28 1.8698 1.5289 -3.9528
H29 1.7127 -1.8739 -2.3834
H30 1.4534 -0.9611 -3.8787
H31 0.2084 -0.9830 -2.6334
H32 -1.4504 -1.8110 -2.1113
H33 -2.3776 -3.3018 -2.2207
H34 -0.7950 -3.3076 -1.4251
H35 -3.5877 -0.8230 -1.2047
H36 -4.2151 -1.3326 0.3729
H37 -4.4228 -2.3741 -1.0317
H38 -1.7330 -4.1294 0.9093
H39 -3.1231 -4.4151 -0.1457
H40 -3.3379 -3.5283 1.3629

The orbital gap (spin up / spin down) is 6.5288 / 6.5299 eV. As for the total charge: +1. For the relative energy (zero: lowest compared OMol25 entry of this formula, charge and spin), the calculation gives 0.171 eV.

***

Record order is preserved below.
Strongest force on any atom: 0.099 0.116 0.009 0.009 0.026 Eh/bohr